Entry from the Open Molecules 2025 dataset: a 2-piece molecular cluster, C10H16 overall (ωB97M-V with the def2-TZVPD basis set).

Geometry as XYZ:
```
26
Properties=species:S:1:pos:R:3:forces:R:3
H -1.3762 -0.1694 0.4742 -0.7 -0.6 0.5
H 0.5616 -0.2790 2.1910 0.3 0.3 0.3
H -0.4204 1.6705 -2.6711 0.2 0.5 0.2
C -1.3668 0.3779 1.4410 1.6 0.8 -1.7
H -0.5776 -0.6792 -2.7172 -0.3 -0.2 0.3
H -0.7441 1.1923 1.0046 -0.1 0.3 0.5
C 0.1433 1.1612 -1.9029 -1.2 -2.1 -0.7
H 2.1241 -1.1029 0.6663 0.0 -0.3 -0.2
C -2.6887 0.9961 1.8262 -0.1 -0.3 0.7
H 1.3318 2.7358 -1.0290 -0.3 0.1 -0.1
H -3.2838 0.3826 2.5064 0.1 -0.2 -0.1
C -0.4803 -0.3250 2.4599 -1.4 -1.0 0.4
C 1.7335 0.8498 -0.1157 0.7 -1.6 0.5
C 1.0306 1.6967 -1.0309 0.8 0.4 0.4
C 1.6051 -0.5454 -0.0963 0.0 2.5 -0.5
H 2.4611 1.2814 0.5620 -0.2 0.2 0.1
H -0.4213 -2.7245 -1.6588 -0.1 -0.4 0.3
C -0.0318 -0.2522 -1.8839 0.6 2.4 -1.5
H 1.2872 -3.0415 -1.3558 -0.2 -0.1 0.0
H -2.5022 1.9251 2.3696 -0.1 0.0 -0.1
H -0.6922 0.0216 3.4715 0.4 0.4 0.0
H -0.7270 -1.3946 2.5291 0.0 0.1 -0.2
H -3.2971 1.2076 0.9560 -0.1 0.1 -0.2
H 0.2395 -2.9569 0.0261 -0.2 0.2 0.4
C 0.7230 -1.0779 -1.0299 -0.5 -2.1 2.3
C 0.3871 -2.5376 -0.9563 0.8 0.5 -1.6
```
Positions in Å, forces in eV/Å.

Values from the calculation:
**Relative energy (zero: lowest compared OMol25 entry of this formula, charge and spin)**: 60.49 kJ/mol
**Total charge**: +1
**E_tot**: -10620.24625 eV
**Spin multiplicity**: 2
**LUMO (spin up / spin down)**: -4.2 / -8.3 eV
**Kohn-Sham gap (spin up / spin down)**: 0.359 / 0.211 Eh

Mulliken population analysis, charges in e, atoms 1 to 2:
1. H 0.070
2. H 0.250

***

Entry from the Open Molecules 2025 dataset: a 10-piece molecular cluster, C31H66O12 overall (ωB97M-V with the def2-TZVPD basis set).

Geometry as XYZ:
```
109
Properties=species:S:1:pos:R:3:forces:R:3
O 5.8098 5.4497 -0.0365 -0.1 0.1 0.2
O -4.6931 -0.8842 4.6878 0.0 0.1 0.1
C -4.6674 -2.3456 -4.5397 -0.1 -0.1 0.1
C 4.6635 5.9289 0.6622 0.1 -0.2 0.1
H 3.8839 5.1598 0.6614 -0.1 0.1 0.0
O 1.9155 -1.7644 -0.0031 0.0 -0.1 0.0
C 0.2254 -2.4078 -6.7285 0.0 0.1 -0.1
H 1.6718 -2.0107 2.0370 -0.1 0.0 0.0
H 2.8760 -1.7003 0.0667 0.0 0.1 0.0
C -4.9034 -3.4869 -3.8991 0.0 0.2 -0.1
O -2.8508 2.0087 -1.6056 -0.1 -0.3 -0.3
H -3.5249 0.6293 0.5334 0.0 0.1 0.0
H 0.2577 -2.8122 -5.7169 0.0 0.0 0.0
H -3.3320 2.4173 2.2217 0.0 0.0 0.1
O -4.0237 -5.2683 -2.6626 0.0 0.1 0.0
C 1.3533 -1.3340 1.2355 0.2 0.0 -0.1
H 7.1975 1.4214 0.1064 0.0 0.1 0.0
H -6.9636 -5.3404 2.4433 0.1 -0.1 0.0
H 2.9903 -0.9329 5.9899 -0.1 -0.1 0.0
H 5.7650 7.1110 2.0875 0.0 0.0 0.0
H -6.5641 -0.9999 3.8230 -0.1 0.1 0.0
H -4.8283 3.0770 1.5700 0.0 0.0 0.0
H 0.7422 -1.5896 -2.2376 0.0 0.0 0.0
H -4.5617 -1.8343 4.6096 0.0 0.0 0.0
H 8.8658 5.0972 -0.5766 0.0 0.0 0.0
C 8.8035 4.4587 -1.4568 0.0 -0.1 -0.2
H 1.6425 -0.8841 4.8476 0.0 0.0 0.0
H -4.7385 2.6112 3.2792 0.0 0.0 0.0
C -3.8403 -4.1571 -3.1193 -0.1 -0.1 0.1
H -4.9036 -3.0710 2.3218 0.0 0.0 0.0
H 1.4513 0.7607 0.7560 -0.1 0.0 0.0
C -1.1139 -1.5042 -3.3096 0.0 0.0 -0.3
C -3.3484 -1.6574 -4.4978 0.0 0.1 -0.1
C 5.4319 0.6743 1.0875 0.1 -0.1 0.2
H 4.2977 6.7817 0.0927 0.0 0.0 0.0
H 4.1118 6.7236 2.5977 0.0 0.0 0.0
H 8.0788 6.0125 -2.7720 0.0 0.0 0.0
H 2.3573 1.3548 6.8154 0.0 0.0 0.0
H 1.0047 1.3804 5.6859 0.0 0.0 0.0
H 5.9813 -1.1790 0.8250 0.0 0.0 0.0
H -2.3769 0.0023 -1.6338 0.0 -0.2 -0.1
O 0.5644 -1.0281 -6.6099 0.1 -0.1 -0.1
C -6.7267 -1.3601 5.9390 0.1 0.0 0.1
H -1.7915 1.7027 -4.0816 0.1 0.1 0.1
C 2.3593 -0.2684 5.3903 0.1 0.1 0.1
H -7.8003 -1.1740 5.9849 0.0 0.0 0.0
H 6.1491 4.6822 0.4374 0.1 0.0 -0.1
H -6.5718 -2.4384 5.8674 -0.1 0.0 -0.1
C -0.7500 -0.1758 -3.9255 0.2 0.2 0.4
C -0.4344 -3.3092 -1.8242 -0.1 0.1 -0.1
C -1.6304 -3.9679 -2.0555 0.2 0.0 0.2
H -0.8019 -2.5022 -7.0981 0.0 -0.1 0.1
H -3.7861 1.9812 -1.3783 0.0 0.1 0.2
H 5.0572 0.5156 2.1048 0.0 0.1 0.0
C -6.4478 -4.4762 2.8738 0.0 0.1 -0.2
C -4.8807 0.9466 1.9043 0.3 0.0 0.0
H -0.9248 -0.1963 -4.9920 -0.1 0.0 0.0
C -6.1014 -0.6553 4.7519 -0.1 -0.3 0.0
H 8.3609 2.5787 -1.7316 0.0 0.0 0.0
O -4.4866 0.5919 0.5769 -0.2 0.0 -0.1
H 1.3310 0.4318 2.4950 0.0 0.0 0.0
H 9.7999 4.4035 -1.9084 0.0 0.0 0.1
H 1.0210 0.2136 7.0199 0.0 0.0 0.0
H 2.8459 0.1392 1.6346 0.0 0.1 0.1
C 1.6404 0.7255 6.2826 0.0 0.1 -0.1
H 0.5304 -0.6359 -7.4880 0.0 0.0 0.0
H -5.9684 0.8842 1.9337 0.0 0.0 -0.1
H 4.7424 1.3438 0.5747 0.0 -0.1 0.0
C 6.8293 1.2626 1.1142 -0.1 -0.2 0.0
O -7.4027 -3.4875 3.2554 0.1 0.0 0.1
H -5.4327 -1.8562 -5.1296 0.1 0.0 0.0
H -5.8684 -3.9766 -3.9323 0.0 -0.1 0.0
H 6.8150 5.0536 -1.9740 0.0 0.1 -0.1
H -4.4777 0.2162 2.6070 -0.1 0.0 0.1
H -6.2693 -1.0155 6.8677 0.0 0.0 0.0
O 5.3876 -0.5675 0.3787 -0.1 0.1 0.0
O 3.1516 0.3786 4.3969 0.0 0.0 0.0
H 0.3001 -3.7237 -1.1464 0.0 0.1 0.0
O -3.1782 -0.6936 -5.2211 -0.1 -0.1 0.1
C -2.5920 0.7995 -2.3515 0.0 0.6 0.5
H -1.8416 -4.9044 -1.5579 -0.1 0.0 -0.1
C 1.1842 -3.1573 -7.6341 0.1 0.1 0.0
H 1.1649 -2.7430 -8.6450 0.0 0.0 0.0
H -7.8551 -3.1934 2.4588 0.0 0.0 0.0
C 4.9946 6.3393 2.0849 0.1 0.0 0.0
C -4.4208 2.3457 2.2696 0.0 0.0 -0.1
O 8.4197 3.1691 -0.9736 0.1 0.1 0.0
H -5.9646 -4.7987 3.7957 0.0 0.0 0.0
C -0.1896 -2.0972 -2.4538 0.1 -0.1 0.3
C -2.5642 -3.4120 -2.9127 -0.1 0.0 -0.1
H 0.3257 -0.0594 -3.7910 0.0 -0.1 -0.1
H 0.9214 -4.2144 -7.6929 0.0 0.0 0.0
H 6.8451 2.2178 1.6412 0.0 0.0 0.0
C -5.4251 -3.9294 1.8941 0.0 0.1 0.1
C 1.7631 0.0868 1.5566 -0.1 0.1 -0.2
H 5.3769 5.4876 2.6529 -0.1 0.0 0.0
H -0.6793 1.6496 -2.7309 0.0 -0.1 0.1
H -4.6891 -4.6895 1.6292 0.0 0.0 0.0
H 7.5237 0.5831 1.6158 0.0 0.0 0.1
H -3.4914 0.5573 -2.9189 0.1 -0.3 0.0
H -6.2482 0.4219 4.8305 0.2 0.0 0.0
H -5.9106 -3.5910 0.9761 0.0 0.0 0.0
H 7.7177 4.3701 -3.3257 0.1 0.0 0.0
H 0.2716 -1.4203 1.1289 0.0 0.0 -0.1
C -2.3177 -2.1859 -3.5603 0.1 -0.1 0.2
C 7.7954 5.0116 -2.4431 -0.1 -0.1 0.0
H 3.8065 0.9205 4.8480 0.0 0.0 0.0
H 2.2047 -3.0700 -7.2601 0.0 0.0 0.0
C -1.4232 1.0671 -3.2743 -0.2 -0.1 -0.5
```
Positions in Å, forces in eV/Å.

Values from the calculation:
**Total charge**: 0
**E_tot**: -57784.76090 eV
**SMILES**: O=C1C=CC(=O)c2c(CCCO)cccc21.CCO.CCO.CCO.CCO.CCO.CCO.CCO.CCO.CCO
**LUMO**: -0.9 eV
**Kohn-Sham gap**: 0.300 Eh

Mulliken population analysis, charges in e, atoms 1 to 2:
1. O -0.391
2. O -0.544

***

Entry from the Open Molecules 2025 dataset: one molecule with the formula C3H3BrF2O2 (ωB97M-V with the def2-TZVPD basis set).

Geometry as XYZ:
```
11
Properties=species:S:1:pos:R:3:forces:R:3
F -0.0019 -2.1896 -0.0831 0.5 0.0 -0.7
C -0.3767 -1.0680 0.5251 -1.8 1.4 -1.1
H 1.6995 -0.1696 -1.3958 0.5 -0.3 -0.2
F -1.7041 -1.2486 0.7920 0.7 -0.2 1.0
O -1.1012 1.2940 0.1515 -0.1 0.4 0.4
C 1.1994 0.5911 -0.7968 -4.2 -1.3 0.6
O 1.5998 1.6369 -0.4666 1.6 1.9 0.4
H -0.7437 1.6908 0.9523 0.5 -0.2 0.0
H -0.9686 0.0918 -1.3700 1.1 -0.6 1.5
Br 0.7873 -0.8868 2.0725 -0.5 0.2 0.0
C -0.3899 0.2580 -0.3811 1.8 -1.4 -2.0
```
Positions in Å, forces in eV/Å.

Values from the calculation:
**Relative energy (zero: lowest compared OMol25 entry of this formula, charge and spin)**: 10.25 kJ/mol
**Total charge**: 0
**E_tot**: -82730.75879 eV
**SMILES**: O=C[C@H](O)C(F)(F)Br
**LUMO**: 0.4 eV
**Kohn-Sham gap**: 0.385 Eh

Mulliken population analysis, charges in e, atoms 1 to 2:
1. F -0.202
2. C 0.562

***

Number 1: largest force on an atom 0.06103 hartree/bohr. Number 2: largest force on an atom 0.01510 hartree/bohr. Number 3: largest force on an atom 0.08675 hartree/bohr.